Record 1
7
Properties=species:S:1:pos:R:3:mulliken_charge:R:1 method="wB97M-V/def2-TZVPD" relative_energy_kcal_mol=138.4 homo_lumo_gap_ha="0.322 / 0.324"
C 0.008 -0.013 -0.611 -0.41
N -0.134 0.402 0.766 0.91
O 0.824 0.974 1.238 -0.51
O -1.165 0.151 1.337 -0.52
Cl -1.406 -0.443 -1.434 -0.06
H 0.781 0.509 -1.156 0.41
H 1.092 -1.580 -0.141 0.19

---

Record 2
7
Properties=species:S:1:pos:R:3:mulliken_charge:R:1 method="wB97M-V/def2-TZVPD" relative_energy_kcal_mol=15.3 homo_lumo_gap_ha=0.292 charge=-1
O -1.179 -2.285 -1.199 -0.70
H -0.522 -1.664 -0.810 0.38
H -1.725 -1.726 -1.797 0.31
O 1.290 0.294 0.472 -0.69
O 0.393 2.320 0.291 -0.65
C 0.856 1.383 0.983 0.08
H 0.888 1.679 2.060 0.27

---

Record 3
16
Properties=species:S:1:pos:R:3:mulliken_charge:R:1 method="wB97M-V/def2-TZVPD" relative_energy_kcal_mol=139.4 homo_lumo_gap_ha="0.165 / 0.123" charge=+1
C -0.667 -4.148 0.474 -0.05
C 0.527 1.930 -2.128 0.25
C -0.322 -1.799 0.154 -0.04
C 0.707 1.866 -0.866 -0.87
C -0.233 1.680 0.311 -0.29
C -0.089 0.461 1.143 -0.46
C 0.339 -0.675 0.178 -0.32
N -0.453 -3.017 0.223 -0.03
H -1.343 -4.732 1.114 0.28
H 1.769 1.600 -0.767 0.46
H 0.400 2.045 -3.146 0.45
H -0.231 2.659 0.804 0.39
H -1.070 1.630 -0.388 0.32
H 0.666 0.492 1.889 0.37
H -1.136 0.284 1.564 0.30
H 1.135 -0.277 -0.557 0.22